Record 1
ORCA calculation (the ωB97M-V functional and the def2-TZVPD basis) on a 3-piece molecular cluster, C6H9NS overall in a non-equilibrium geometry.

LUMO in eV: -0.6
SMILES: C=CC=S.C#N.C=C

XYZ file:
```
17
Properties=species:S:1:pos:R:3:forces:R:3
C -0.46804 -2.95644 -0.93356 0.4 1.2 -0.7
C -1.74094 -3.12871 -1.25353 1.0 0.0 1.5
C -2.76807 -2.57514 -0.41169 0.4 0.6 2.1
S -2.62204 -2.00902 1.14949 -0.3 -0.7 -1.8
H 0.33332 -3.14441 -1.62192 0.3 -0.7 -0.1
H -0.23757 -2.28972 -0.12761 0.2 0.0 0.6
H -1.98097 -3.71837 -2.08176 -0.7 -0.6 -1.3
H -3.69868 -2.52155 -0.90612 -1.3 0.2 -0.2
C -1.10803 1.46380 -1.90146 -1.6 -1.6 0.9
N -1.85673 0.71224 -1.48148 -0.3 -0.3 0.1
H -0.43884 2.12509 -2.25898 1.8 1.9 -1.0
C 3.09441 3.47964 2.09938 1.2 1.8 2.7
C 2.50739 2.39966 1.70833 -0.6 -1.4 0.5
H 2.91247 4.39808 1.68907 -0.5 2.2 -1.9
H 3.61709 3.74743 3.05675 -0.1 -1.5 -0.8
H 2.64880 1.57534 2.40545 -0.5 -0.6 -0.8
H 1.80643 2.44208 0.86962 0.4 -0.6 0.3
```
Positions in Å, forces in eV/Å.


Record 2
ORCA calculation (the ωB97M-V functional and the def2-TZVPD basis) on a 2-piece molecular cluster, C10H17N2 overall in a non-equilibrium geometry.

LUMO in eV: -4.4
Total charge: +1

XYZ file:
```
29
Properties=species:S:1:pos:R:3:forces:R:3
C 0.07874 0.55285 -3.20849 -0.5 -1.1 2.4
C -0.47973 -0.61976 -2.91142 0.0 -0.6 0.6
C 0.03578 -0.18866 1.84089 -0.1 -0.3 -2.3
C 1.19414 -0.20840 -1.25793 0.4 1.5 0.6
C -0.58216 1.42383 -0.92886 -0.1 1.6 -2.0
C 0.69395 1.13464 -1.95241 -2.5 -2.6 1.8
C -0.14941 -0.89277 -1.39122 -0.8 -2.1 0.7
C -1.01547 0.05577 -0.58441 -0.9 -0.3 0.7
C -2.46015 -0.12769 -0.09618 2.5 -3.6 -1.8
C 1.99944 0.03578 3.29481 -0.6 -0.6 2.0
N 1.22843 0.26433 2.10413 1.1 3.7 -2.8
N -0.53055 -1.21413 2.43701 -0.1 -0.5 0.4
H 0.00914 1.13244 -4.05234 -0.1 0.9 -2.2
H -1.04814 -1.33832 -3.52110 0.3 0.6 0.3
H 1.97940 -0.66302 -1.84941 0.1 -0.2 0.1
H 1.45518 -0.12014 -0.15570 0.0 0.0 -1.8
H -0.34509 2.02608 -0.01747 -0.3 -0.3 -0.9
H -1.48931 1.90175 -1.55124 2.0 -0.7 1.6
H 1.33282 1.90196 -2.19884 1.5 1.8 0.2
H -0.23148 -1.96810 -0.98683 0.1 1.5 -1.0
H -2.57705 -1.13685 0.44292 0.1 1.9 -0.1
H -3.00241 -0.40763 -1.03011 0.0 0.8 0.4
H -2.67369 0.79638 0.33607 -1.3 0.9 1.1
H 2.61058 -0.88778 3.12309 -0.8 0.4 0.9
H 2.72865 0.80036 3.62124 -0.6 0.1 -0.9
H 1.17394 0.06699 4.13769 2.0 -0.9 -1.2
H 1.56132 1.02550 1.34810 -0.8 -2.2 2.8
H -1.35827 -1.43165 1.90351 -0.2 -0.7 0.8
H -0.13860 -1.91380 3.10451 -0.4 1.0 -0.7
```
Positions in Å, forces in eV/Å.


Record 3
ORCA calculation (the ωB97M-V functional and the def2-TZVPD basis) on the molecule C2H2N2O in a non-equilibrium geometry.

LUMO in eV: -0.2
SMILES: N#C/C=N/O

XYZ file:
```
7
Properties=species:S:1:pos:R:3:forces:R:3
N -1.48768 -2.45769 0.19199 5.9 8.6 -5.4
C -0.81620 -1.49218 -0.35830 -4.1 -7.1 5.7
C 0.14295 -0.31392 -0.45910 -2.0 -0.8 -0.4
N -0.00315 0.55668 0.43096 -1.4 -0.4 2.9
O 0.61103 1.74256 0.32999 1.2 -0.1 -2.8
H 0.71859 -0.12313 -1.31532 0.8 -0.2 -1.3
H 0.83447 2.08768 1.17977 -0.4 -0.1 1.3
```
Positions in Å, forces in eV/Å.


Record 4
ORCA calculation (the ωB97M-V functional and the def2-TZVPD basis) on C32H64O46S13 as an isolated structure in a non-equilibrium geometry.

LUMO in eV: 0.1

XYZ file:
```
155
Properties=species:S:1:pos:R:3:forces:R:3
C -0.38288 -25.63715 8.65569 0.2 -1.6 0.9
C 0.23897 -24.73650 9.66882 1.2 1.5 -0.6
O 1.48243 -24.35239 8.96247 0.4 2.3 1.4
S 1.92217 -25.22237 7.76742 0.6 -2.6 2.3
O 3.16196 -25.91537 7.99909 -0.7 0.8 0.0
O 1.74800 -24.52071 6.58262 -0.3 1.3 -2.2
O 0.78539 -26.26554 8.06179 -1.0 -1.4 -0.5
H -0.91192 -25.16577 7.85424 -0.6 0.4 -0.2
H -0.96430 -26.40228 9.22485 0.3 0.3 -1.1
H 0.60981 -25.20523 10.55631 -0.2 -0.7 0.5
H -0.30115 -23.81245 9.95227 0.2 -0.5 -0.5
C 12.43470 -25.95559 8.45703 -1.1 -0.1 -0.4
C 11.84226 -25.18275 7.27993 0.7 1.3 1.8
O 11.96723 -23.75653 7.72310 -0.1 -1.1 -0.9
S 12.07921 -23.63772 9.27808 1.4 2.7 1.2
O 10.88273 -23.05655 9.82798 0.7 -0.5 -0.4
O 13.36343 -23.04822 9.61717 -1.7 -0.3 -0.6
O 12.15457 -25.12614 9.64494 -0.2 -2.7 -0.7
H 13.47425 -26.02900 8.24718 1.1 -0.1 0.7
H 11.98901 -26.97247 8.53175 0.2 0.9 0.4
H 10.82227 -25.38057 7.15097 -1.5 -0.1 -0.4
H 12.42708 -25.29769 6.39839 0.3 0.0 -0.7
C 1.66483 -17.87748 8.69156 -0.5 0.4 0.3
C 1.11535 -19.13876 7.92882 2.4 0.9 -0.7
O 2.42814 -19.76036 7.47095 -0.9 -0.7 -0.1
S 3.46559 -18.64392 7.10982 -0.2 0.1 1.5
O 3.03033 -18.05983 5.90262 0.0 0.8 -0.8
O 4.83631 -19.05131 7.24085 -1.1 -0.1 0.2
O 3.07798 -17.74940 8.38367 0.2 -0.1 -0.2
H 1.51921 -17.99982 9.78077 0.6 0.0 -0.6
H 1.22229 -16.91103 8.43575 -0.3 -0.4 -0.4
H 0.46620 -18.89171 7.04734 0.7 -0.5 0.9
H 0.80760 -19.87872 8.63954 -0.9 -0.3 0.0
C 8.11804 -25.71604 1.11083 -0.5 0.4 -1.9
C 9.45277 -25.88084 1.78461 -0.2 0.1 0.3
O 9.23508 -25.40674 3.15152 -0.2 -1.1 0.0
S 7.66290 -25.37804 3.45161 1.1 2.0 -0.2
O 7.28436 -24.00305 3.30742 -0.3 -0.5 0.6
O 7.32889 -26.11391 4.61041 -0.2 -0.4 0.2
O 7.22973 -26.13798 2.17195 -0.9 -0.7 -1.0
H 8.03706 -26.40500 0.22627 -0.2 0.5 1.1
H 7.84960 -24.67353 0.72435 0.4 -1.3 1.0
H 10.18765 -25.22698 1.40507 1.0 0.6 -0.6
H 9.75824 -26.93922 1.70236 0.0 0.5 0.7
C 7.33566 -27.86256 7.57457 -0.6 -0.5 1.1
C 8.48665 -27.00366 7.22896 1.1 2.0 -1.3
O 9.21874 -26.92062 8.45602 0.5 0.4 0.7
S 9.36955 -28.40101 8.87833 0.7 -1.0 1.7
O 9.50667 -28.48096 10.28038 0.0 0.1 0.6
O 10.31068 -29.05316 8.05442 0.9 -0.3 -0.7
O 7.95193 -28.84222 8.44530 -1.2 -0.9 0.1
H 6.82488 -28.44792 6.82770 -0.1 0.4 -0.5
H 6.65536 -27.29655 8.21860 -0.3 -0.1 -0.3
H 8.28796 -25.93709 7.13369 -0.4 -0.3 -1.3
H 9.19968 -27.43321 6.49826 -0.8 0.4 -0.1
C 11.17921 -19.06643 9.21909 1.6 0.4 0.4
C 12.65414 -19.02468 8.67272 -1.2 -2.1 1.6
O 12.48250 -18.91293 7.27704 1.3 -0.3 -0.9
S 11.39283 -17.81702 6.99138 -2.2 -3.5 -1.3
O 10.66783 -18.20164 5.79262 1.2 0.8 1.5
O 11.90954 -16.53921 7.16700 0.7 2.1 0.2
O 10.53199 -18.28048 8.22767 -2.0 0.9 0.3
H 11.11251 -18.60580 10.23739 -0.1 -0.3 -1.1
H 10.77280 -20.10080 9.25780 0.1 0.8 -0.3
H 13.02715 -20.02424 8.94145 0.6 0.5 -0.6
H 13.25858 -18.24096 9.08812 0.2 0.5 0.0
C 6.64613 -19.88089 9.68128 0.4 -0.2 -0.1
C 7.46513 -18.64513 9.18388 -1.5 -0.3 2.3
O 8.51110 -18.41241 10.15469 0.2 -0.9 0.7
S 8.29437 -19.40050 11.41001 -0.6 2.6 0.5
O 7.33684 -18.72889 12.24475 1.1 -0.5 0.4
O 9.55826 -19.88889 11.88721 -1.0 0.5 -0.5
O 7.51854 -20.48292 10.65545 0.0 -1.7 -0.1
H 6.60314 -20.65799 8.95065 -0.2 -0.1 -0.8
H 5.63147 -19.76148 10.08096 0.5 0.6 0.2
H 6.80473 -17.79797 9.17148 0.0 0.5 -0.4
H 7.96909 -18.87156 8.31439 0.8 -0.2 -2.1
C 11.50290 -21.67568 5.11592 1.2 -0.9 -0.7
C 10.30906 -21.18288 4.36416 0.0 -1.2 0.6
O 10.74156 -21.22033 3.00352 -0.8 1.4 -1.2
S 11.86473 -22.22877 2.64424 -0.2 -1.2 2.2
O 13.04087 -21.65191 2.16381 1.4 1.6 -0.5
O 11.36625 -23.28920 1.84947 -0.9 -0.8 0.1
O 12.08775 -22.66570 4.18408 -0.1 -0.2 -0.3
H 11.31087 -22.23245 6.00796 -0.5 -0.2 0.5
H 12.25702 -20.93551 5.32302 0.2 0.5 -0.1
H 10.03884 -20.19042 4.67455 -0.2 0.4 -0.3
H 9.51984 -21.93158 4.51128 -0.2 0.4 -0.3
C 8.92885 -22.40645 13.49887 -0.3 0.5 0.4
C 9.34367 -23.72295 12.95578 1.4 -1.4 -0.6
O 8.26399 -24.65304 13.19125 -1.0 0.8 0.6
S 6.91062 -23.82477 12.98823 -1.2 -0.5 1.5
O 5.94832 -24.14701 14.02749 1.4 0.3 -1.4
O 6.51073 -23.99381 11.62339 0.0 0.5 0.2
O 7.47747 -22.35133 13.27117 0.4 -0.8 0.0
H 9.37555 -21.53143 13.03264 -0.1 -0.3 -0.2
H 9.21993 -22.39052 14.55541 -0.9 0.2 0.1
H 10.17634 -24.11081 13.57033 -0.2 0.1 -0.8
H 9.52163 -23.76788 11.87273 0.4 0.3 0.3
C 2.69438 -22.38250 12.82110 0.5 -0.6 -1.3
C 3.13977 -22.57941 11.28821 0.9 1.4 0.9
O 3.23438 -21.17032 10.78564 0.3 -1.2 -0.1
S 2.11321 -20.32892 11.49588 2.2 -1.7 0.3
O 0.85566 -20.74890 11.00158 -1.1 0.3 -0.3
O 2.58582 -19.00379 11.46689 -0.6 1.0 0.3
O 2.35356 -20.97363 12.91123 -0.2 0.1 0.8
H 3.53992 -22.60154 13.50763 -0.7 0.3 -0.4
H 1.80774 -23.00848 13.04696 0.6 0.5 -0.1
H 2.38378 -23.03021 10.69071 -0.4 -0.7 -0.2
H 4.15195 -23.03271 11.14624 -1.1 0.4 0.2
C 5.20397 -28.39950 12.58206 1.2 0.7 0.9
C 5.66176 -27.78454 11.29047 1.0 1.0 -2.8
C 4.49996 -26.98805 10.61871 -1.0 -1.4 0.3
S 3.32987 -26.65645 11.90297 0.7 0.1 0.3
O 2.13053 -27.43469 11.68604 0.1 0.2 0.2
O 3.25168 -25.23530 12.12419 -0.8 0.7 0.0
C 4.34587 -27.30523 13.19459 0.1 0.1 1.6
H 6.06784 -28.68057 13.22319 -0.5 0.5 -0.3
H 4.70125 -29.30406 12.44505 -1.2 -1.4 -0.4
H 6.03866 -28.46018 10.46990 -0.2 0.2 1.2
H 6.47799 -27.05659 11.43467 -0.2 -0.3 0.3
H 3.86654 -27.66190 10.02519 0.6 0.3 -0.5
H 4.68338 -26.04988 10.11261 0.4 -0.1 -0.1
H 3.71212 -27.55793 14.06082 0.3 -0.1 -0.4
H 5.00263 -26.46286 13.50266 -0.5 -0.3 -0.2
C 4.51882 -22.18356 3.81057 1.6 1.0 -1.3
C 4.43734 -20.63578 3.85731 -0.8 -0.2 2.3
C 2.95364 -20.28077 3.76316 0.2 -1.7 -0.3
S 2.47255 -21.35811 2.37650 0.7 1.0 -1.2
O 2.75907 -20.67794 1.11438 -0.1 -0.4 1.1
O 1.17546 -21.89838 2.58641 -1.4 -0.5 0.3
C 3.72190 -22.63763 2.58828 0.2 1.7 0.5
H 4.14055 -22.65743 4.67425 -0.4 -0.4 1.2
H 5.57778 -22.44237 3.63131 -0.5 -0.2 0.4
H 4.88285 -20.28262 2.98949 1.0 0.8 -1.8
H 4.96647 -20.09336 4.69380 -0.6 -0.9 -0.5
H 2.75375 -19.27918 3.49107 -0.3 1.0 -0.2
H 2.33917 -20.61680 4.60612 0.3 0.2 0.0
H 4.29588 -22.53283 1.68956 0.4 -0.3 -0.5
H 3.27090 -23.58525 2.70183 -0.6 -1.0 0.0
C 5.95307 -23.95639 8.30775 0.9 -0.6 -0.6
C 5.49289 -22.74143 7.46125 -0.7 0.9 1.4
C 6.61803 -22.14076 6.58638 -0.6 -3.2 -0.3
S 8.11543 -22.72102 7.35715 1.2 0.8 -0.6
O 8.89118 -21.55075 7.74926 -0.3 -0.6 -0.1
O 8.77948 -23.70643 6.51559 -0.3 -0.1 0.6
C 7.35352 -23.45223 8.76903 -1.2 -0.9 2.1
H 6.07218 -24.89690 7.73222 -0.1 0.5 0.0
H 5.28837 -24.24563 9.17269 0.7 0.8 -0.9
H 5.14773 -22.08413 8.30361 0.0 0.2 -1.3
H 4.71098 -22.89749 6.74659 -1.0 -0.4 0.3
H 6.76319 -21.12105 6.49284 -0.3 2.2 0.2
H 6.42833 -22.55993 5.56185 1.0 0.2 0.9
H 7.18283 -22.70461 9.58887 0.4 -0.3 -1.0
H 7.91626 -24.24976 9.27793 0.3 0.3 -0.6
```
Positions in Å, forces in eV/Å.


Q: The highest LUMO belongs to which entry?
A: C32H64O46S13


What did the third record say?
ORCA calculation (the ωB97M-V functional and the def2-TZVPD basis) on the molecule C2H2N2O in a non-equilibrium geometry.

LUMO in eV: -0.2
SMILES: N#C/C=N/O

XYZ file:
```
7
Properties=species:S:1:pos:R:3:forces:R:3
N -1.48768 -2.45769 0.19199 5.9 8.6 -5.4
C -0.81620 -1.49218 -0.35830 -4.1 -7.1 5.7
C 0.14295 -0.31392 -0.45910 -2.0 -0.8 -0.4
N -0.00315 0.55668 0.43096 -1.4 -0.4 2.9
O 0.61103 1.74256 0.32999 1.2 -0.1 -2.8
H 0.71859 -0.12313 -1.31532 0.8 -0.2 -1.3
H 0.83447 2.08768 1.17977 -0.4 -0.1 1.3
```
Positions in Å, forces in eV/Å.


Q: Look up the LUMO of the first one.
A: -0.6 eV